1.
ORCA calculation (wB97M-V/def2-TZVPD) on the ion C4H9N3 with charge +2.

Cartesian coordinates (Å):
1 C -1.5506 0.7533 0.7068
2 C -0.3168 -0.0614 0.5597
3 N 0.2397 -0.9109 1.3375
4 C 1.5532 -1.2588 0.6375
5 N 1.3731 -0.8020 -0.5885
6 N 0.3945 0.0208 -0.6588
7 C 0.0602 0.7913 -1.7977
8 H -1.2535 1.6484 1.3586
9 H -2.3645 0.2672 1.2230
10 H -2.0209 1.0546 -0.2026
11 H -0.1260 -1.2130 2.3040
12 H 1.8117 -2.3205 0.6170
13 H 2.4732 -0.8505 0.9829
14 H -0.3503 1.7533 -1.5434
15 H -0.8056 0.4389 -2.3044
16 H 0.8826 0.6890 -2.6316

Output
SMILES = CC1=[NH+]CN=[N+]1C
F_max = 5.4 eV/Å
Spin multiplicity = 1
ΔE to the lowest compared entry with this formula, charge and spin = 2.9891 eV
LUMO = -11.97 eV
HOMO level = -22.17 eV
Charge = +2

---

2.
ORCA calculation (wB97M-V/def2-TZVPD) on the molecule CH4N2OS.

Cartesian coordinates (Å):
1 C 1.0227 0.3943 -0.3037
2 N -0.0350 0.3552 -1.0751
3 N -0.6401 -0.3621 1.5732
4 O -0.8220 -0.7034 -1.1145
5 S -1.7900 -0.4607 0.5314
6 H 1.4683 -0.5289 0.0177
7 H 1.5015 1.3341 -0.1096
8 H -0.4747 1.2291 -1.3641
9 H -0.2306 -1.2574 1.8447

Output
F_max = 1.3 eV/Å
Spin multiplicity = 1
ΔE to the lowest compared entry with this formula, charge and spin = 4.6789 eV
LUMO (alpha / beta) = 0.14 / 0.14 eV
HOMO level (alpha / beta) = -7.56 / -7.56 eV
Charge = 0

---

3.
ORCA calculation (wB97M-V/def2-TZVPD) on a structure of composition C19H29GaNO6.

Cartesian coordinates (Å):
1 C 3.0018 1.6298 3.9699
2 C 3.3935 0.1894 3.9294
3 O 3.7957 -0.4190 4.9098
4 O 3.3049 -0.4013 2.7107
5 C 2.7027 -1.7163 2.7786
6 C 2.0041 -1.9839 1.4432
7 C 0.5052 -2.2902 1.6341
8 Ga -0.5293 -0.8362 2.6693
9 C -2.4825 -1.3647 2.9322
10 C -0.2832 0.9889 1.7629
11 C 0.3500 1.1361 0.5528
12 C 0.5051 2.3827 0.0206
13 N 0.1096 3.5206 0.5658
14 C -0.5079 3.3563 1.7268
15 C -0.7284 2.1580 2.3472
16 H 3.2674 2.0663 4.9271
17 H 1.9302 1.7602 3.8289
18 H 3.5440 2.1761 3.1976
19 H 3.4791 -2.4680 2.9317
20 H 1.9945 -1.7804 3.5958
21 H 2.4797 -2.8206 0.9186
22 H 2.1554 -1.0962 0.8289
23 H 0.0189 -2.5560 0.6938
24 H 0.4552 -3.1815 2.2752
25 H 0.1402 -0.7341 4.1506
26 H -2.8375 -0.9262 3.8685
27 H -3.1433 -1.0904 2.1155
28 H -2.5321 -2.4492 3.0668
29 H 0.7285 0.2859 0.0040
30 H 1.0402 2.4549 -0.9280
31 H -0.8676 4.2575 2.2223
32 H -1.2202 2.1390 3.3104
33 O -1.3396 -2.0052 -1.7038
34 C -2.5077 -1.8883 -1.4840
35 O -3.0250 -1.7833 -0.2359
36 C -4.4569 -1.7672 -0.2951
37 C -4.7948 -1.3129 -1.7085
38 C -3.6267 -1.8771 -2.5101
39 H -4.8237 -2.7745 -0.0818
40 H -4.8376 -1.0873 0.4631
41 H -5.7731 -1.6523 -2.0473
42 H -4.7811 -0.2230 -1.7593
43 H -3.8109 -2.9014 -2.8382
44 H -3.3649 -1.2514 -3.3591
45 O -0.7224 0.8765 -5.2269
46 C 0.4194 1.2077 -5.1198
47 O 1.0223 2.0626 -5.9907
48 C 2.4166 2.1867 -5.6704
49 C 2.5305 1.7829 -4.2085
50 C 1.4191 0.7457 -4.0764
51 H 2.9833 1.5241 -6.3296
52 H 2.7337 3.2126 -5.8468
53 H 3.5182 1.4113 -3.9413
54 H 2.3101 2.6388 -3.5688
55 H 1.7614 -0.2565 -4.3375
56 H 0.9760 0.7446 -3.0841

Output
F_max = 1.7 eV/Å
Spin multiplicity = 1
LUMO = 2.52 eV
HOMO level = -4.76 eV
Charge = -1

---

4.
ORCA calculation (wB97M-V/def2-TZVPD) on a cluster of 3 separate species, C4H8O in total.

Cartesian coordinates (Å):
1 C -0.1723 1.0800 -0.7624
2 C -0.7526 1.1844 0.3884
3 C 0.7455 1.3374 0.4049
4 H -0.2593 0.9680 -1.8385
5 H -1.6638 1.2355 0.9710
6 H 1.4224 0.5721 0.8247
7 H 1.1384 2.3492 0.5016
8 H -0.9361 -1.4342 1.4392
9 H -1.2173 -0.8128 1.7309
10 C 0.4376 -1.6336 -0.9340
11 O 0.1628 -2.3517 -0.0060
12 H -0.2874 -1.4429 -1.7488
13 H 1.3821 -1.0514 -0.9712

Output
SMILES = C1=CC1.[H][H].C=O
F_max = 0.7 eV/Å
Spin multiplicity = 1
ΔE to the lowest compared entry with this formula, charge and spin = 4.8195 eV
LUMO = 0.74 eV
HOMO level = -9.71 eV
Charge = 0

---

5.
ORCA calculation (wB97M-V/def2-TZVPD) on a cluster of 2 separate species, C4H6BrF in total.

Cartesian coordinates (Å):
1 C -0.7841 -0.0705 0.7420
2 C 1.9442 0.8678 -0.7481
3 C -0.7434 -1.2220 -0.2395
4 C 0.9502 1.6404 -0.5123
5 F -1.0708 -0.4756 1.9691
6 Br 2.6858 -0.2341 0.6397
7 H 0.0559 -1.1806 -0.9790
8 H -0.5241 -2.1169 0.3482
9 H -1.5637 -1.3706 -0.9373
10 H 0.3520 1.3547 0.4795
11 H -1.8025 0.5751 0.4250
12 H 0.5005 2.2322 -1.1872

Output
F_max = 6.0 eV/Å
Spin multiplicity = 1
ΔE to the lowest compared entry with this formula, charge and spin = 5.3938 eV
LUMO (alpha / beta) = -1.33 / -0.58 eV
HOMO level (alpha / beta) = -8.98 / -9.46 eV
Charge = 0

---

6.
ORCA calculation (wB97M-V/def2-TZVPD) on a structure of composition C4H6O2.

Cartesian coordinates (Å):
1 C -0.9347 0.8268 -0.8442
2 C -0.1943 0.1244 0.2846
3 C 0.3298 -1.3137 0.1366
4 O 1.6200 -0.9122 0.6773
5 C 1.2242 0.3942 0.7610
6 O 1.7915 1.3064 1.2761
7 H -2.0005 0.5787 -0.7780
8 H -0.8451 1.9123 -0.7488
9 H -0.5902 0.5376 -1.8425
10 H -0.7247 0.3072 1.2227
11 H 0.4516 -1.6669 -0.8927
12 H -0.1277 -2.0948 0.7479

Output
F_max = 0.6 eV/Å
Spin multiplicity = 1
ΔE to the lowest compared entry with this formula, charge and spin = 0.8029 eV
LUMO = 0.82 eV
HOMO level = -10.41 eV
Charge = 0

---

7.
ORCA calculation (wB97M-V/def2-TZVPD) on a cluster of 19 separate species, C36H119N9O19 in total.

Cartesian coordinates (Å):
1 C -22.5924 15.3557 -8.0090
2 C -22.7798 14.2175 -9.0188
3 C -23.5565 14.6182 -10.3230
4 O -24.8390 15.0180 -9.9476
5 C -25.5824 15.6220 -11.0567
6 N -21.4446 13.7237 -9.3356
7 H -22.3221 14.9778 -7.0230
8 H -23.5570 15.8428 -7.8661
9 H -21.7862 16.0379 -8.2788
10 H -23.4012 13.3827 -8.6947
11 H -23.5200 13.7912 -11.0320
12 H -22.9708 15.3573 -10.8697
13 H -24.9799 16.4424 -11.4468
14 H -26.4981 16.1005 -10.7096
15 H -25.9091 14.9726 -11.8689
16 H -21.4820 12.8589 -9.8560
17 H -20.9742 13.4524 -8.4840
18 C -19.1283 24.0868 -2.0307
19 C -19.4370 24.0582 -3.5371
20 C -18.9846 25.3492 -4.3011
21 O -19.7990 26.4709 -3.9633
22 C -19.3871 27.6292 -4.6069
23 N -18.6866 22.8559 -4.0107
24 H -18.0750 23.9444 -1.7893
25 H -19.5910 23.2360 -1.5305
26 H -19.3328 25.0047 -1.4796
27 H -20.5001 23.9987 -3.7703
28 H -19.1106 25.2235 -5.3765
29 H -17.9172 25.5485 -4.2056
30 H -19.3235 27.6427 -5.6949
31 H -18.4431 28.0181 -4.2251
32 H -20.2026 28.2943 -4.3229
33 H -17.7023 23.0777 -3.9647
34 H -18.8789 22.7585 -4.9974
35 C -20.3057 19.0215 -7.9277
36 C -18.8632 19.4693 -7.7997
37 C -18.3080 20.3471 -8.9477
38 O -18.4640 19.5736 -10.1853
39 C -17.9538 20.3107 -11.2739
40 N -18.7517 20.3115 -6.5727
41 H -20.5782 18.5584 -8.8761
42 H -20.9495 19.9000 -7.8869
43 H -20.6007 18.3400 -7.1298
44 H -18.1358 18.6649 -7.6907
45 H -17.2416 20.4856 -8.7695
46 H -18.7859 21.3261 -8.9841
47 H -18.2827 19.8314 -12.1960
48 H -16.8641 20.2995 -11.2988
49 H -18.3549 21.3243 -11.2690
50 H -17.8129 20.5706 -6.3048
51 H -19.0706 21.2392 -6.8131
52 C -15.3188 20.5803 -2.5860
53 C -15.3851 19.7441 -3.8879
54 C -16.6928 18.8696 -3.8832
55 O -16.7212 18.1524 -2.6270
56 C -17.9208 17.5245 -2.4116
57 N -15.2484 20.6813 -5.0717
58 H -16.0527 21.3797 -2.6881
59 H -14.3801 21.1256 -2.4877
60 H -15.4901 19.9849 -1.6892
61 H -14.5514 19.0554 -4.0243
62 H -16.8473 18.1704 -4.7049
63 H -17.5707 19.5156 -3.8852
64 H -18.6940 18.2844 -2.2983
65 H -17.8420 17.0006 -1.4590
66 H -18.1983 16.7802 -3.1580
67 H -14.2658 20.7224 -5.3020
68 H -15.5428 21.6070 -4.7951
69 C -17.1632 24.4630 -14.4517
70 C -17.9067 23.1526 -14.4175
71 C -18.8995 22.9306 -15.5508
72 O -20.1302 23.5310 -15.2274
73 C -21.2173 23.2668 -16.0405
74 N -16.7963 22.2011 -14.4578
75 H -16.5205 24.5834 -15.3238
76 H -16.5398 24.6046 -13.5688
77 H -17.8454 25.3127 -14.4780
78 H -18.2510 22.8464 -13.4297
79 H -18.8721 21.8505 -15.6943
80 H -18.5299 23.3451 -16.4888
81 H -21.7246 22.3307 -15.8070
82 H -20.9880 23.2894 -17.1058
83 H -21.9606 24.0545 -15.9168
84 H -16.1253 22.3280 -13.7137
85 H -16.1776 22.3556 -15.2410
86 C -13.1880 24.5149 -10.7950
87 C -13.7064 23.1120 -10.8605
88 C -15.1200 22.9289 -10.1962
89 O -15.4397 23.4465 -8.8430
90 C -14.7100 22.8343 -7.8388
91 N -13.8602 22.8013 -12.2817
92 H -13.0800 24.8761 -9.7723
93 H -13.9555 25.1938 -11.1668
94 H -12.2468 24.6954 -11.3143
95 H -12.9167 22.5110 -10.4097
96 H -15.3902 21.8731 -10.1760
97 H -15.7700 23.4550 -10.8953
98 H -13.6991 23.2419 -7.8269
99 H -14.7352 21.7484 -7.9306
100 H -15.0458 22.9952 -6.8144
101 H -13.6394 21.8572 -12.5643
102 H -13.1690 23.3640 -12.7569
103 C -21.2565 20.2802 -12.6274
104 C -22.0889 19.3395 -11.7629
105 C -23.3244 20.1231 -11.1257
106 O -24.1661 19.1084 -10.4828
107 C -23.7772 18.6614 -9.2023
108 N -22.6042 18.2007 -12.6068
109 H -20.4532 19.6226 -12.9596
110 H -20.9251 21.1012 -11.9915
111 H -21.9080 20.7332 -13.3747
112 H -21.4991 18.9857 -10.9173
113 H -23.9606 20.4847 -11.9335
114 H -22.9512 20.9510 -10.5229
115 H -24.5241 17.9642 -8.8227
116 H -23.6962 19.4501 -8.4542
117 H -22.8642 18.0770 -9.3170
118 H -23.4084 17.8372 -12.1157
119 H -21.8915 17.4858 -12.5721
120 C -23.3256 26.9107 -12.5468
121 C -23.1350 25.4117 -12.8475
122 C -21.6341 25.0147 -12.6651
123 O -21.2028 25.2897 -11.3098
124 C -19.8276 24.8962 -11.0032
125 N -23.9477 24.5281 -12.0133
126 H -23.0769 27.4668 -13.4508
127 H -22.7440 27.3244 -11.7230
128 H -24.3575 27.1357 -12.2771
129 H -23.4424 25.3310 -13.8902
130 H -21.0542 25.4654 -13.4705
131 H -21.4424 23.9747 -12.9293
132 H -19.0583 25.5990 -11.3230
133 H -19.5566 24.0032 -11.5665
134 H -19.6268 24.7046 -9.9491
135 H -23.7616 24.6667 -11.0303
136 H -24.9298 24.7629 -11.9905
137 C -18.3286 19.0101 -15.6513
138 C -17.1820 18.3459 -14.9182
139 C -16.3987 17.4143 -15.9159
140 O -17.1182 16.2882 -16.3322
141 C -16.3982 15.4205 -17.1788
142 N -16.1777 19.3558 -14.4579
143 H -18.9810 18.2641 -16.1051
144 H -17.9694 19.5527 -16.5258
145 H -18.8234 19.5344 -14.8338
146 H -17.4853 17.7341 -14.0686
147 H -15.3853 17.1571 -15.6078
148 H -16.1009 17.9965 -16.7880
149 H -15.5172 15.0475 -16.6564
150 H -16.1770 15.9029 -18.1309
151 H -17.0405 14.5423 -17.2439
152 H -15.8093 19.8787 -15.2395
153 H -16.6226 20.1579 -14.0350
154 O -17.4388 17.1056 -10.7003
155 H -17.8433 17.9714 -10.6451
156 H -18.1726 16.4937 -10.6419
157 O -15.1914 17.5666 -12.7358
158 H -15.8976 17.7169 -12.1074
159 H -15.2850 18.2726 -13.3754
160 O -19.4270 15.7220 -7.2961
161 H -19.4602 14.7720 -7.1845
162 H -19.7960 16.0720 -6.4852
163 O -14.9826 18.7373 -7.2718
164 H -15.3823 19.3433 -6.6479
165 H -15.6577 18.0779 -7.4320
166 O -16.5553 16.5707 -7.7242
167 H -16.7445 16.4702 -8.6571
168 H -17.2968 16.1564 -7.2829
169 O -20.1618 20.1040 -4.1814
170 H -19.8314 20.8358 -3.6603
171 H -19.6186 20.1061 -4.9696
172 O -20.4060 17.0405 -4.9070
173 H -20.1242 17.9324 -4.7036
174 H -21.2116 16.9227 -4.4036
175 O -17.9706 23.9961 -7.9641
176 H -17.1259 23.7376 -8.3325
177 H -18.0598 24.9210 -8.1941
178 O -19.9597 22.7797 -6.8110
179 H -20.6243 23.4391 -6.6117
180 H -19.2751 23.2616 -7.2750
181 O -22.1591 21.4745 -5.4543
182 H -21.4736 21.8320 -6.0187
183 H -21.7012 20.8605 -4.8802

Output
F_max = 3.0 eV/Å
Spin multiplicity = 2
LUMO (alpha / beta) = 1.90 / 1.90 eV
HOMO level (alpha / beta) = 0.03 / -7.39 eV
<S²> = 0.7507
Charge = -1

---

8.
ORCA calculation (wB97M-V/def2-TZVPD) on a structure of composition C26H29MnN5O2S2Si.

Cartesian coordinates (Å):
1 Mn 11.1887 -13.4888 -10.4520
2 N 12.3707 -14.7870 -14.2280
3 C 11.0822 -15.3730 -14.3530
4 C 10.4954 -16.2161 -15.3005
5 C 9.1742 -16.6160 -15.1207
6 C 8.4497 -16.1809 -13.9723
7 C 9.0769 -15.4257 -12.9930
8 C 10.3836 -15.0197 -13.2033
9 N 11.2174 -14.1854 -12.4242
10 C 12.3821 -14.1303 -13.0484
11 C 13.4949 -13.4442 -12.4282
12 C 14.8205 -13.2089 -12.7274
13 S 15.6635 -12.4758 -11.4459
14 C 14.1874 -12.4769 -10.5469
15 N 13.1887 -13.0251 -11.1588
16 H 13.1011 -14.7851 -14.9724
17 H 11.0037 -16.3868 -16.2346
18 H 8.7113 -17.2081 -15.8801
19 H 7.4396 -16.4793 -13.8704
20 H 8.5948 -14.9736 -12.1489
21 H 15.4444 -13.5721 -13.5468
22 H 14.2025 -12.1659 -9.5189
23 C 12.2899 -6.2756 -7.0913
24 C 12.3224 -7.7524 -7.1847
25 C 12.4220 -8.4002 -8.4468
26 C 12.3510 -9.7839 -8.4977
27 C 12.1250 -10.5085 -7.3374
28 C 11.9461 -9.8860 -6.1217
29 C 12.1177 -8.5251 -6.0448
30 S 11.8938 -12.2653 -7.4131
31 O 11.2335 -12.6541 -6.2249
32 O 13.1652 -12.8666 -7.7809
33 N 10.9448 -12.5351 -8.7104
34 C 9.7069 -11.8547 -8.9182
35 C 8.9905 -11.0026 -8.0359
36 C 7.8470 -10.4108 -8.4754
37 C 7.5355 -10.5982 -9.8278
38 C 8.1950 -11.5218 -10.6444
39 N 9.2528 -12.1362 -10.1778
40 H 13.1357 -5.8094 -7.5439
41 H 12.2563 -5.9544 -6.0354
42 H 11.3905 -5.8470 -7.5352
43 H 12.6488 -7.8399 -9.4259
44 H 12.4317 -10.2524 -9.4411
45 H 11.7970 -10.5118 -5.2592
46 H 12.0200 -7.9773 -5.1026
47 H 9.2581 -10.9230 -6.9989
48 H 7.2096 -9.8213 -7.8990
49 H 6.6277 -10.1419 -10.2028
50 H 7.8882 -11.7507 -11.6447
51 C 13.1069 -16.1701 -8.2454
52 Si 11.8265 -16.6157 -9.5105
53 C 12.6197 -16.7526 -11.2376
54 C 10.9767 -18.3143 -9.2656
55 C 10.4883 -15.2570 -9.6703
56 H 13.6038 -17.1222 -7.9954
57 H 12.6730 -15.8874 -7.2826
58 H 13.8078 -15.4132 -8.5586
59 H 13.1496 -17.7114 -11.4482
60 H 13.3401 -16.0098 -11.3769
61 H 11.7711 -16.7104 -11.9751
62 H 11.7012 -19.1277 -9.4431
63 H 10.1293 -18.6028 -9.9067
64 H 10.6135 -18.4540 -8.2390
65 H 9.9309 -15.0746 -8.7159
66 H 9.8006 -15.4953 -10.4685

Output
F_max = 3.0 eV/Å
Spin multiplicity = 5
ΔE to the lowest compared entry with this formula, charge and spin = 0.5381 eV
LUMO (alpha / beta) = -3.85 / -3.36 eV
HOMO level (alpha / beta) = -10.92 / -11.01 eV
<S²> = 6.3217
Charge = +1